[1]
This record from the Open Molecules 2025 dataset describes a cluster of 8 separate species, C36H68BIO12 in total. The level of theory is the ωB97M-V functional and the def2-TZVPD basis.

Last column: Mulliken charge in e.
Positions of all 118 atoms, in Å:
1 C -2.81 7.43 3.63  -1.000
2 C -3.26 6.90 2.26  -0.700
3 C -2.15 6.28 1.38  0.453
4 C -0.75 6.83 1.61  0.103
5 C 0.28 6.42 0.55  -1.706
6 C 0.68 4.94 0.61  0.281
7 C -0.27 3.98 -0.15  -1.467
8 C -0.71 2.75 0.64  1.537
9 B 0.59 1.80 0.76  0.689
10 O 0.98 1.39 2.03  -0.670
11 O 1.35 1.48 -0.33  -0.530
12 C 2.77 1.64 -0.21  -0.782
13 O -0.99 3.12 2.02  -0.136
14 C -2.03 2.44 2.52  0.098
15 O -2.33 2.50 3.67  -0.603
16 C -2.71 1.64 1.44  -0.360
17 C -1.97 1.95 0.13  -0.082
18 I -3.34 3.13 -1.08  0.075
19 C -1.54 0.68 -0.61  -0.874
20 C -2.54 0.08 -1.56  -0.277
21 C -3.70 -0.66 -1.05  -0.982
22 O -2.56 -1.34 -1.64  -0.356
23 H -1.92 6.91 4.00  0.159
24 H -2.58 8.50 3.61  0.310
25 H -3.59 7.28 4.38  0.361
26 H -3.77 7.68 1.70  0.328
27 H -4.01 6.12 2.44  0.357
28 H -2.17 5.20 1.51  -0.593
29 H -2.41 6.46 0.33  0.353
30 H -0.81 7.93 1.61  0.471
31 H -0.35 6.52 2.58  -0.276
32 H 1.18 7.01 0.71  0.489
33 H -0.09 6.65 -0.45  0.404
34 H 0.75 4.66 1.66  -0.333
35 H 1.69 4.85 0.18  0.397
36 H 0.26 3.61 -1.04  0.509
37 H -1.12 4.54 -0.53  0.506
38 H 1.18 0.44 2.04  0.237
39 H 3.15 2.05 -1.15  0.310
40 H 3.22 0.66 -0.06  0.241
41 H 3.04 2.30 0.61  0.222
42 H -2.75 0.58 1.70  0.270
43 H -3.74 2.00 1.43  0.333
44 H -1.32 -0.10 0.12  0.222
45 H -0.66 0.91 -1.20  0.634
46 H -2.67 0.60 -2.49  0.770
47 H -3.78 -0.86 0.02  0.234
48 H -4.60 -0.72 -1.65  0.287
49 C 0.77 3.90 4.69  -0.352
50 C 1.58 5.14 4.94  0.884
51 O 1.74 5.99 4.09  -0.540
52 C 2.21 5.28 6.31  -1.448
53 H 0.38 3.88 3.68  -0.350
54 H 1.41 3.02 4.83  0.360
55 H -0.06 3.82 5.40  0.442
56 H 2.88 4.44 6.50  0.334
57 H 1.43 5.27 7.08  0.371
58 H 2.77 6.21 6.37  0.340
59 C -0.62 0.89 -6.76  -1.314
60 C -1.13 0.40 -5.42  0.969
61 O -1.44 1.17 -4.54  -0.499
62 C -1.22 -1.10 -5.24  -0.847
63 H -0.60 1.98 -6.77  0.328
64 H 0.38 0.51 -6.94  0.326
65 H -1.27 0.53 -7.56  0.346
66 H -0.23 -1.55 -5.37  0.274
67 H -1.88 -1.52 -5.99  0.443
68 H -1.59 -1.33 -4.24  0.009
69 C 2.16 -1.75 -3.12  -0.555
70 C 3.59 -1.27 -3.12  0.800
71 O 3.90 -0.21 -3.63  -0.596
72 C 4.60 -2.16 -2.46  -1.142
73 H 1.53 -1.02 -3.63  0.001
74 H 2.10 -2.72 -3.62  0.308
75 H 1.81 -1.88 -2.10  0.297
76 H 4.61 -3.13 -2.95  0.283
77 H 4.34 -2.32 -1.41  0.301
78 H 5.59 -1.71 -2.52  0.345
79 C -3.66 -4.19 -0.79  -1.021
80 C -3.64 -5.65 -0.42  0.898
81 O -2.90 -6.43 -0.96  -0.544
82 C -4.61 -6.08 0.66  -1.043
83 H -2.93 -3.99 -1.57  0.300
84 H -4.65 -3.90 -1.14  0.332
85 H -3.42 -3.58 0.08  0.226
86 H -5.63 -5.85 0.35  0.315
87 H -4.41 -5.52 1.58  0.318
88 H -4.52 -7.14 0.86  0.188
89 C 2.53 -7.20 -4.65  -1.172
90 C 2.20 -6.03 -3.77  0.810
91 O 2.55 -4.90 -4.05  -0.514
92 C 1.42 -6.32 -2.51  -1.058
93 H 3.09 -6.86 -5.52  0.298
94 H 3.11 -7.94 -4.10  0.345
95 H 1.61 -7.69 -4.98  0.339
96 H 1.96 -7.02 -1.88  0.340
97 H 0.46 -6.77 -2.77  0.333
98 H 1.24 -5.40 -1.96  0.234
99 C 5.00 3.25 3.05  -0.967
100 C 6.23 2.48 2.62  0.806
101 O 6.28 1.27 2.69  -0.563
102 C 7.38 3.29 2.08  -1.146
103 H 4.25 2.55 3.42  0.187
104 H 5.26 3.95 3.85  0.497
105 H 4.60 3.81 2.21  0.246
106 H 7.72 4.00 2.84  0.330
107 H 7.06 3.87 1.21  0.307
108 H 8.20 2.63 1.81  0.318
109 C -2.77 -9.76 -0.12  -0.569
110 C -2.97 -10.58 1.13  0.848
111 O -3.41 -10.09 2.14  -0.551
112 C -2.61 -12.04 1.06  -1.151
113 H -3.06 -8.73 0.05  -0.148
114 H -1.72 -9.79 -0.43  0.331
115 H -3.37 -10.17 -0.94  0.330
116 H -1.56 -12.16 0.80  0.311
117 H -3.20 -12.54 0.28  0.314
118 H -2.80 -12.52 2.01  0.308

Computed properties:
Net charge: 0

***

[2]
This record from the Open Molecules 2025 dataset describes a cluster of 11 separate species, C36H68F2N2O24S7 in total. The level of theory is the ωB97M-V functional and the def2-TZVPD basis.

Last column: Mulliken charge in e.
Positions of all 139 atoms, in Å:
1 C -5.06 -0.18 -3.16  -0.735
2 N -4.12 -1.30 -2.95  0.908
3 O -3.78 -1.50 -1.79  -0.394
4 O -3.76 -1.97 -3.88  -0.545
5 H -6.05 -0.51 -2.86  0.339
6 H -5.01 0.09 -4.21  0.310
7 H -4.69 0.65 -2.57  0.127
8 C -0.54 0.42 -0.04  -0.585
9 N -0.85 -0.48 -1.16  1.402
10 O -1.31 -0.01 -2.18  -0.537
11 O -0.60 -1.65 -0.99  0.032
12 H -0.64 -0.10 0.90  -0.564
13 H -1.25 1.24 0.00  0.303
14 H 0.45 0.84 -0.23  0.019
15 C -0.06 -5.45 0.72  0.580
16 C -0.05 -6.99 0.88  -0.922
17 C 0.53 -7.55 -0.41  -0.880
18 S -0.17 -6.51 -1.72  1.223
19 O -1.53 -6.94 -1.92  -0.722
20 O 0.77 -6.34 -2.80  -0.631
21 C -0.15 -4.99 -0.71  0.807
22 H 0.87 -5.07 1.15  -0.088
23 H -0.89 -5.05 1.29  -0.664
24 H -1.11 -7.23 0.94  0.376
25 H 0.43 -7.30 1.80  0.405
26 H 0.33 -8.61 -0.53  0.522
27 H 1.61 -7.37 -0.45  0.342
28 H -1.05 -4.45 -0.99  0.276
29 H 0.75 -4.45 -0.98  -0.569
30 C -2.60 2.89 -3.59  0.183
31 C -2.48 4.22 -4.33  -0.751
32 C -3.38 5.20 -3.59  -0.922
33 S -2.96 4.91 -1.86  1.376
34 O -4.16 4.92 -1.07  -0.787
35 O -1.76 5.58 -1.42  -0.654
36 C -2.49 3.18 -2.11  -0.022
37 H -1.87 2.15 -3.91  -0.151
38 H -3.56 2.43 -3.84  -0.012
39 H -2.83 4.09 -5.36  0.469
40 H -1.47 4.64 -4.35  0.231
41 H -4.42 4.85 -3.62  0.373
42 H -3.29 6.26 -3.80  0.487
43 H -3.11 2.60 -1.44  0.447
44 H -1.47 3.07 -1.74  -0.234
45 C 4.87 4.11 1.68  -0.888
46 C 4.45 3.67 3.07  -0.514
47 C 2.93 3.48 3.04  -0.580
48 S 2.49 3.07 1.32  1.216
49 O 1.63 4.08 0.78  -0.866
50 O 2.12 1.67 1.35  -0.133
51 C 4.15 3.26 0.64  -0.364
52 H 5.94 4.03 1.49  0.407
53 H 4.66 5.17 1.47  0.283
54 H 4.83 4.30 3.87  0.396
55 H 4.88 2.69 3.27  0.231
56 H 2.43 4.44 3.17  0.420
57 H 2.48 2.78 3.73  0.034
58 H 4.02 3.71 -0.34  0.481
59 H 4.61 2.28 0.52  0.084
60 C 4.27 -0.76 0.44  0.362
61 C 4.33 -1.04 1.94  0.318
62 C 3.71 -2.41 2.27  -1.243
63 S 2.62 -2.83 0.91  1.432
64 O 1.27 -2.55 1.36  -0.268
65 O 2.96 -4.11 0.36  -0.858
66 C 3.15 -1.54 -0.23  -0.075
67 H 5.23 -0.83 -0.07  0.465
68 H 4.03 0.30 0.36  -0.813
69 H 3.69 -0.34 2.47  -0.681
70 H 5.33 -1.02 2.37  0.658
71 H 3.21 -2.46 3.23  -0.028
72 H 4.49 -3.17 2.23  0.462
73 H 2.25 -0.92 -0.34  -0.734
74 H 3.25 -1.98 -1.22  0.758
75 C 1.14 -0.66 3.98  1.238
76 C 0.13 0.38 4.53  -0.185
77 C 0.34 0.57 6.03  -1.001
78 S 0.72 -1.09 6.62  1.275
79 O -0.50 -1.72 7.05  -0.684
80 O 1.89 -1.06 7.47  -0.704
81 C 1.18 -1.77 5.02  -1.031
82 H 2.11 -0.18 3.87  -0.254
83 H 0.75 -0.93 3.00  -0.515
84 H -0.89 0.02 4.33  0.216
85 H 0.20 1.35 4.05  -0.202
86 H -0.50 1.01 6.56  0.577
87 H 1.24 1.18 6.15  0.376
88 H 0.44 -2.55 4.84  0.208
89 H 2.15 -2.24 5.15  0.632
90 C -3.48 5.47 2.35  -0.466
91 C -2.18 6.21 1.97  -0.743
92 C -1.04 5.24 1.73  -0.223
93 S -1.38 3.83 2.83  1.209
94 O -0.53 3.92 4.00  -0.763
95 O -1.40 2.61 2.06  -0.398
96 C -3.08 4.31 3.21  -1.018
97 H -4.07 5.23 1.46  0.085
98 H -4.14 6.19 2.84  0.391
99 H -1.97 6.87 2.82  0.401
100 H -2.36 6.85 1.10  0.342
101 H -0.03 5.58 1.86  0.496
102 H -1.22 4.77 0.76  -0.166
103 H -2.98 4.68 4.24  0.399
104 H -3.64 3.39 3.35  0.518
105 C -0.16 -4.62 -5.64  -0.232
106 C -0.99 -3.32 -5.60  -0.958
107 C -0.60 -2.63 -4.31  0.159
108 S 1.20 -2.91 -4.16  0.983
109 O 1.53 -3.46 -2.88  -0.363
110 O 1.94 -1.77 -4.65  -0.794
111 C 1.26 -4.13 -5.50  -1.008
112 H -0.36 -5.24 -6.51  0.403
113 H -0.53 -5.19 -4.78  0.061
114 H -2.07 -3.45 -5.59  0.404
115 H -0.81 -2.74 -6.51  0.366
116 H -1.09 -3.17 -3.50  0.031
117 H -0.77 -1.56 -4.23  0.004
118 H 1.97 -4.87 -5.13  0.418
119 H 1.56 -3.58 -6.38  0.429
120 C 1.38 1.53 -3.81  0.264
121 C 1.90 2.96 -3.71  0.289
122 O 3.17 2.76 -3.17  -0.364
123 C 3.20 1.57 -2.50  0.115
124 O 4.12 1.19 -1.91  -0.455
125 O 2.02 0.93 -2.65  0.374
126 F 1.12 3.70 -2.86  -0.193
127 H 1.76 1.04 -4.71  0.324
128 H 0.31 1.41 -3.67  -0.606
129 H 1.92 3.45 -4.68  0.293
130 C -2.78 -2.92 3.13  -0.209
131 C -2.52 -2.77 1.64  1.254
132 O -3.39 -1.71 1.31  -0.291
133 C -4.32 -1.53 2.29  0.465
134 O -5.15 -0.69 2.27  -0.517
135 O -4.10 -2.41 3.30  -0.390
136 F -2.82 -3.87 0.92  -0.332
137 H -2.12 -2.35 3.78  0.068
138 H -2.72 -3.97 3.42  0.370
139 H -1.49 -2.44 1.47  -0.507

Computed properties:
Net charge: 0
Relative energy (zero: lowest compared OMol25 entry of this formula, charge and spin), eV: 0.0000

***

Calculated LUMO level (eV), listed in the same order as above: 0.09; 0.07
Calculated max |F| (eV/A), listed in the same order as above: 0.9; 2.4
Calculated HOMO-LUMO gap (eV), listed in the same order as above: 9.44; 9.61